Here is 7 unconnected molecules or ions with the total composition C17H50N8O9 from the Open Molecules 2025 dataset. Energies are from the ωB97M-V functional and the def2-TZVPD basis.

* LUMO energy: 0.017 Eh
* energy relative to the best compared isomer or geometry (same formula, charge and spin): 0.0 kcal per mole
* net charge: 0

Atoms and positions in Å:
C (4.669, -0.975, -3.804)
O (4.751, -0.410, -2.506)
C (3.556, 0.233, -2.130)
C (3.699, 0.822, -0.728)
N (3.731, -0.200, 0.325)
C (3.793, 0.545, 1.589)
C (3.792, -0.371, 2.802)
O (2.462, -0.876, 2.948)
C (2.248, -1.690, 4.084)
H (4.250, -0.233, -4.493)
H (3.987, -1.832, -3.787)
H (5.676, -1.265, -4.087)
H (2.760, -0.521, -2.067)
H (3.235, 1.023, -2.818)
H (2.827, 1.461, -0.573)
H (4.564, 1.497, -0.759)
H (4.591, -0.727, 0.197)
H (2.965, 1.251, 1.656)
H (4.677, 1.198, 1.630)
H (4.039, 0.188, 3.709)
H (4.496, -1.196, 2.659)
H (1.793, -2.636, 3.775)
H (1.586, -1.201, 4.799)
H (3.167, -1.997, 4.589)
C (-6.228, -0.326, -1.428)
O (-5.690, 0.766, -0.729)
C (-4.864, 0.367, 0.340)
C (-4.566, 1.596, 1.188)
N (-3.655, 1.264, 2.285)
C (-3.088, 2.490, 2.823)
C (-2.126, 2.298, 4.010)
O (-0.761, 2.554, 3.699)
C (-0.474, 3.837, 3.177)
H (-6.805, -0.964, -0.748)
H (-5.464, -0.962, -1.893)
H (-6.870, 0.000, -2.243)
H (-3.986, -0.198, 0.016)
H (-5.435, -0.311, 0.994)
H (-5.488, 1.963, 1.647)
H (-4.193, 2.411, 0.552)
H (-2.900, 0.741, 1.843)
H (-3.947, 3.078, 3.160)
H (-2.600, 3.049, 2.018)
H (-2.124, 1.266, 4.364)
H (-2.461, 2.880, 4.876)
H (-0.852, 3.971, 2.161)
H (0.599, 4.014, 3.172)
H (-0.942, 4.612, 3.795)
C (-0.261, 0.420, 0.622)
O (-1.333, 0.932, 0.255)
N (0.331, 0.606, 1.807)
N (0.432, -0.409, -0.193)
H (1.062, -0.042, 2.100)
H (-0.137, 1.221, 2.465)
H (0.158, -0.495, -1.163)
H (1.376, -0.676, 0.010)
C (0.439, -1.907, -3.601)
O (0.208, -0.860, -3.009)
N (1.139, -2.948, -3.051)
N (0.028, -2.140, -4.875)
H (1.069, -3.847, -3.487)
H (1.426, -2.842, -2.084)
H (-0.370, -1.417, -5.444)
H (0.276, -3.004, -5.320)
C (-0.668, 3.348, -2.777)
O (-0.768, 4.494, -3.188)
N (0.194, 2.439, -3.344)
N (-1.481, 2.778, -1.844)
H (0.684, 2.718, -4.173)
H (0.307, 1.500, -3.006)
H (-2.164, 3.285, -1.315)
H (-1.190, 1.881, -1.483)
C (-2.152, -2.561, -0.509)
O (-2.309, -3.918, -0.123)
H (-2.234, -1.810, 0.286)
H (-1.148, -2.429, -0.902)
H (-2.913, -2.253, -1.233)
H (-3.129, -4.008, 0.370)
C (1.605, -3.742, 0.373)
O (2.370, -2.718, -0.251)
H (2.156, -4.177, 1.212)
H (0.652, -3.350, 0.740)
H (1.392, -4.537, -0.339)
H (2.558, -2.018, 0.391)

Atomic partial charges in e from the Mulliken method, atoms 1 to 8: C -0.661; O -0.439; C 0.072; C -1.132; N -0.012; C -1.053; C -0.608; O -0.218



Here is a single C2H5N3S molecule from the Open Molecules 2025 dataset. Energies are from the ωB97M-V functional and the def2-TZVPD basis.

* LUMO energy: 0.027 Eh
* energy relative to the best compared isomer or geometry (same formula, charge and spin): 63.4 kcal per mole
* net charge: 0

Atoms and positions in Å:
C (0.037, 0.022, -0.374)
C (-1.439, 0.188, 0.058)
N (0.934, 1.302, 0.084)
N (2.099, 1.031, 0.190)
N (0.761, -1.176, 0.056)
S (2.400, -0.702, 0.025)
H (-0.180, 0.029, -1.465)
H (-1.606, 0.425, 1.041)
H (-1.815, -0.730, -0.199)
H (-1.812, 1.047, -0.459)
H (0.621, -1.436, 1.043)

Atomic partial charges in e from the natural (NBO) method, atoms 1 to 8: C 0.023; C -0.613; N -0.127; N -0.226; N -0.756; S 0.465; H 0.205; H 0.209



Here is a single C5H8N2 molecule from the Open Molecules 2025 dataset. Energies are from the ωB97M-V functional and the def2-TZVPD basis.

* LUMO energy: 0.038 Eh
* energy relative to the best compared isomer or geometry (same formula, charge and spin): 11.0 kcal per mole
* net charge: 0

Atoms and positions in Å:
C (-1.925, -0.438, -1.482)
N (-0.899, -0.315, -0.472)
C (-0.938, -0.757, 0.804)
C (0.242, -0.371, 1.400)
C (0.922, 0.352, 0.389)
C (2.279, 0.982, 0.429)
N (0.212, 0.386, -0.734)
H (-2.594, -1.266, -1.229)
H (-1.463, -0.640, -2.451)
H (-2.497, 0.490, -1.541)
H (-1.829, -1.233, 1.187)
H (0.579, -0.615, 2.400)
H (3.058, 0.215, 0.458)
H (2.409, 1.620, 1.307)
H (2.445, 1.590, -0.464)

Atomic partial charges in e from the natural (NBO) method, atoms 1 to 8: C -0.400; N -0.167; C -0.039; C -0.354; C 0.135; C -0.637; N -0.281; H 0.208



Here is a molecular structure, C28H29BrN3O4SbSe4Ta from the Open Molecules 2025 dataset. Energies are from the ωB97M-V functional and the def2-TZVPD basis.

* LUMO energy: -0.174 Eh
* energy relative to the best compared isomer or geometry (same formula, charge and spin): 0.0 kcal per mole
* net charge: +1

Atoms and positions in Å:
Ta (-0.091, -0.107, -0.331)
C (-2.861, -0.838, 2.020)
N (-2.403, 0.421, 1.430)
C (-3.454, 0.902, 0.496)
C (-2.969, 1.518, -0.810)
C (-1.938, 0.651, -1.515)
N (-1.865, -0.777, -1.006)
C (-1.324, -1.649, -1.988)
C (-1.102, -2.997, -1.807)
C (-1.578, -4.001, -2.705)
C (-1.411, -5.300, -2.364)
C (-0.743, -5.646, -1.146)
C (-0.222, -4.720, -0.297)
C (-0.361, -3.339, -0.617)
O (0.154, -2.411, 0.091)
C (-2.140, 1.390, 2.502)
C (-1.633, 2.772, 2.094)
C (-0.253, 2.833, 1.433)
N (-0.093, 2.001, 0.238)
C (0.534, 2.509, -0.762)
C (0.904, 1.859, -2.110)
C (1.255, 2.824, -3.042)
C (1.333, 2.581, -4.415)
C (1.033, 1.327, -4.883)
C (0.760, 0.289, -3.984)
C (0.785, 0.468, -2.628)
O (0.921, -0.719, -1.838)
H (-3.843, -0.721, 2.493)
H (-2.917, -1.605, 1.249)
H (-2.152, -1.170, 2.778)
H (-4.070, 0.045, 0.233)
H (-4.105, 1.622, 1.004)
H (-3.829, 1.611, -1.473)
H (-2.574, 2.525, -0.673)
H (-2.111, 0.658, -2.593)
H (-0.889, 1.150, -1.535)
H (-1.391, -1.311, -3.026)
H (-2.117, -3.720, -3.601)
H (-1.785, -6.083, -3.008)
H (-0.648, -6.695, -0.895)
H (0.295, -4.997, 0.612)
H (-3.054, 1.507, 3.100)
H (-1.383, 0.941, 3.147)
H (-2.374, 3.300, 1.488)
H (-1.531, 3.334, 3.023)
H (-0.034, 3.863, 1.146)
H (0.524, 2.520, 2.133)
H (0.803, 3.564, -0.716)
H (1.441, 3.822, -2.667)
H (1.631, 3.370, -5.090)
H (1.065, 1.107, -5.942)
H (0.656, -0.726, -4.345)
Br (9.009, 0.176, -0.079)
C (7.150, 0.437, 0.141)
C (6.310, 0.291, -0.952)
C (4.947, 0.479, -0.783)
C (4.433, 0.821, 0.461)
C (5.288, 0.958, 1.546)
C (6.652, 0.765, 1.392)
C (2.957, 1.045, 0.657)
O (2.551, 1.605, 1.679)
O (2.197, 0.603, -0.281)
H (6.718, 0.029, -1.919)
H (4.274, 0.363, -1.622)
H (4.874, 1.207, 2.515)
H (7.321, 0.866, 2.236)
Se (3.499, 0.353, 4.855)
Sb (1.343, -0.674, 4.113)
Se (1.374, 1.340, 5.620)
Se (0.757, -2.703, 5.155)
Se (0.532, -0.447, 1.779)

Atomic partial charges in e from the natural (NBO) method, atoms 1 to 8: Ta 1.712; C -0.420; N -0.443; C -0.229; C -0.414; C -0.308; N -0.625; C 0.234



Computed max |F|, in the same sequence as the records: 1.4 3.1 0.3 5.0 eV/A.